Record 1
Entry from the OMol25 dataset: a cluster of 3 separate species, C2H8IN4O2 in total (ωB97M-V/def2-TZVPD).

XYZ file:
```
17
Properties=species:S:1:pos:R:3:forces:R:3:mulliken_charge:R:1
I 1.75752 2.14251 1.41391 -0.1091 -0.0224 0.0314 -0.70
C 1.07062 -1.85559 0.19033 -1.1242 -1.9372 -0.6509 0.66
O 0.83344 -2.97443 -0.22268 -0.5466 -1.9774 -0.3554 -0.75
N 0.21658 -1.19703 0.93993 -2.3718 0.4071 1.9260 -0.26
N 2.15839 -1.24171 -0.12156 3.3378 2.3198 -0.8378 -0.32
H -0.52634 -1.79961 1.26405 -0.0570 0.5071 -0.0024 0.18
H 0.34545 -0.28375 1.35152 0.3834 -0.1784 -0.0321 0.05
H 2.15375 -0.26006 0.11600 0.8111 0.2963 -0.2475 0.10
H 2.72578 -1.63184 -0.86047 -0.1942 0.2977 0.2703 0.21
C -1.84820 0.96524 -0.86808 0.0065 -0.7450 -2.8763 0.73
O -2.81701 0.63461 -1.50590 -1.4454 -0.2888 -1.2279 -0.72
N -1.77174 1.12180 0.38924 -2.6344 0.5209 7.5770 -0.24
N -0.62131 1.23109 -1.24203 4.2241 0.7615 -3.2813 -0.21
H -0.87879 1.27741 0.83480 -0.5902 0.2636 0.4926 -0.02
H -2.62288 1.26137 0.91477 0.2881 -0.2119 0.0585 0.18
H -0.13983 1.07350 -2.11578 -0.7334 -0.1833 0.0624 0.18
H -0.03541 1.53645 -0.47811 0.7552 0.1702 -0.9065 -0.06
```
Forces are in eV/Å.

Values from the calculation:
Molecular weight   247.02 g mol⁻¹
Relative energy (zero: lowest compared OMol25 entry of this formula, charge and spin)   126.9 kJ/mol
Net charge   -1
Spin multiplicity   1
Frontier orbital gap   8.34 eV
Electronic energy   -20364.1461 eV
F_max   8.0 eV Å⁻¹

Record 2
Entry from the OMol25 dataset: a cluster of 2 separate species, CO4S in total (ωB97M-V/def2-TZVPD).

XYZ file:
```
6
Properties=species:S:1:pos:R:3:forces:R:3:mulliken_charge:R:1
C 0.53016 1.70241 0.64575 0.5917 -2.8462 -0.2654 0.72
O 1.20953 0.76292 0.79511 0.2572 0.9100 0.2840 -0.40
O -1.18693 -0.58893 -0.68041 2.2941 -2.1488 -1.1667 -0.41
O -0.09383 -2.72089 -0.12010 0.3036 -0.4004 -0.0568 -0.34
O -0.26027 2.48630 0.40370 -0.8514 1.9207 -0.0327 -0.31
S -0.19868 -1.64182 -1.04406 -2.5952 2.5647 1.2375 0.75
```
Forces are in eV/Å.

Values from the calculation:
Molecular weight   108.07 g mol⁻¹
Relative energy (zero: lowest compared OMol25 entry of this formula, charge and spin)   17.1 kJ/mol
Net charge   0
Spin multiplicity   1
Frontier orbital gap   10.70 eV
Electronic energy   -20062.3233 eV
F_max   3.9 eV Å⁻¹

Record 3
Entry from the OMol25 dataset: a cluster of 2 separate species, CH6OS2 in total (ωB97M-V/def2-TZVPD).

XYZ file:
```
10
Properties=species:S:1:pos:R:3:forces:R:3:lowdin_spin:R:1
C 1.07513 0.84058 -0.06475 0.8165 -0.5122 -0.9829 0.03
S 0.22379 1.38940 -1.59045 2.3610 -0.1399 -0.3547 0.28
S -1.77964 1.56711 -1.32032 -2.1387 1.5843 0.7725 0.49
H 1.01930 1.41888 0.84917 -0.6414 0.3056 0.0281 0.00
H 2.12571 0.93451 -0.40706 -0.3130 -0.3801 0.3324 0.01
H 0.80781 -0.20929 0.08587 0.2353 0.3824 0.3024 0.00
H -2.67020 0.53656 -1.41386 -0.2471 -1.1254 -0.1717 0.15
H 0.35300 -2.29115 1.74879 -0.4847 0.5563 -0.2739 0.00
H -0.80605 -2.42098 0.79954 -0.5721 -0.3123 -0.5400 0.01
O -0.34885 -1.76560 1.31306 0.9843 -0.3587 0.8877 0.02
```
Forces are in eV/Å.

Values from the calculation:
Molecular weight   98.19 g mol⁻¹
Relative energy (zero: lowest compared OMol25 entry of this formula, charge and spin)   98.8 kJ/mol
Net charge   -1
Spin multiplicity   2
Frontier orbital gap (spin up / spin down)   2.62 / 7.22 eV
Electronic energy   -24850.9184 eV
⟨S²⟩   0.752
F_max   2.8 eV Å⁻¹

Record 4
Entry from the OMol25 dataset: a cluster of 11 separate species, C13H48O11 in total (ωB97M-V/def2-TZVPD).

XYZ file:
```
72
Properties=species:S:1:pos:R:3:forces:R:3:mulliken_charge:R:1
C 0.51503 2.44981 2.84276 -0.0087 0.3454 0.4993 -0.78
C 0.30290 4.00000 3.00905 0.7998 -0.9954 -2.3230 0.26
C 0.15290 4.71185 1.60155 1.0242 -0.9326 1.7525 -0.79
O -0.85405 4.17381 3.74260 -1.4481 -0.1386 1.0313 -0.56
H 0.99517 2.04546 3.73386 -0.0587 0.0522 0.1700 0.38
H 1.12354 2.09707 2.01006 0.1697 0.6833 -0.1932 0.08
H -0.42933 1.91329 2.75094 -0.3167 0.3044 0.0387 0.19
H 1.14277 4.40618 3.57273 0.3075 0.0772 -0.2220 0.29
H 0.19311 5.78464 1.79020 -0.4741 0.0774 -0.3574 0.42
H -0.76264 4.33093 1.14902 -0.0035 0.3849 -0.1064 0.19
H 1.02454 4.44051 1.00596 -0.1038 0.0437 -0.1627 0.03
H -0.89423 5.04927 4.13447 0.1076 0.0656 -0.0972 0.33
C 0.43516 -3.45407 -1.45334 -0.0197 0.2272 0.8048 0.21
O 0.62831 -4.55504 -2.29343 0.0717 -0.6070 -0.8260 -0.59
H -0.33926 -2.79651 -1.84829 -0.0183 0.1639 0.2282 -0.04
H 0.12002 -3.85782 -0.49117 -0.1510 0.2145 -0.0107 0.04
H 1.35557 -2.89910 -1.27182 0.0841 0.1921 -0.1291 0.11
H 0.60190 -4.22988 -3.19630 0.1486 -0.2256 -0.0609 0.30
C -3.40967 -0.31570 1.63967 0.3253 0.0755 0.7069 0.08
O -4.37056 0.74860 1.48721 0.6113 -1.0416 -0.2143 -0.56
H -2.42124 -0.00185 1.30411 0.0180 -0.0321 -0.2135 -0.21
H -3.29675 -0.59571 2.68702 -0.0166 0.1968 0.3041 0.34
H -3.64125 -1.27310 1.17289 -0.6552 0.5110 -0.5501 0.11
H -3.89135 1.49803 1.84818 -0.2912 0.3402 0.0155 0.32
C 1.21059 -0.60015 -3.63525 -1.1201 0.5676 -0.2022 -0.31
O 1.90613 -1.36540 -4.58645 0.4958 -0.5104 -0.0875 -0.55
H 1.62799 -0.53504 -2.63045 0.3954 -0.2557 -0.1404 0.07
H 1.08713 0.40002 -4.05061 0.1926 0.2250 0.1577 0.30
H 0.19545 -0.98912 -3.55596 -0.2302 0.0132 0.3180 0.18
H 1.43557 -2.19693 -4.67992 0.2768 0.0019 -0.0784 0.30
C -0.04142 0.25817 -0.37025 -0.5418 0.1791 0.4047 -0.23
O 1.30135 -0.08620 -0.28854 1.0779 0.0977 -0.5642 0.87
H -0.16359 0.81906 -1.29684 -0.2995 0.1618 0.1743 0.29
H -0.71507 -0.59834 -0.34412 0.0350 -0.3920 -0.3278 -0.27
H -0.30841 0.82967 0.51868 -0.2748 0.5914 -0.1822 -0.18
H 1.46820 -0.53976 0.54094 -0.0085 -0.5943 0.3894 -0.15
C 2.04942 -3.03469 2.14546 1.6109 -0.5322 1.0636 -0.89
O 1.28399 -1.98228 1.73122 -0.5430 1.4164 -0.9026 -0.37
H 1.60945 -4.02144 2.00102 -0.1772 -0.0194 0.0117 0.30
H 3.01950 -3.02625 1.64849 -0.0781 0.0110 -0.3604 0.29
H 2.29649 -2.84020 3.18912 0.0386 -0.6942 0.4331 0.32
H 0.35836 -2.15194 1.92103 -0.3869 0.1015 -0.3459 0.30
C 1.92792 3.24635 -1.26108 0.1945 -0.4262 0.1151 -0.59
O 2.61289 2.52883 -0.21805 0.2612 1.3897 -0.3871 -0.59
H 2.23631 4.27898 -1.42439 0.4538 0.1244 0.9961 0.36
H 2.18807 2.83146 -2.23487 -0.5647 -0.5528 -0.1426 0.26
H 0.86443 3.27442 -1.02376 -0.1390 -0.1628 -0.5599 0.17
H 2.32824 1.61368 -0.27356 -0.2833 -0.4288 -0.0757 0.13
C -2.72463 2.49149 -2.08458 0.2758 0.2211 0.1325 -0.29
O -1.48831 3.02660 -2.52368 0.3227 0.1153 0.1518 -0.46
H -2.80379 2.77101 -1.03401 -0.1291 0.0089 -0.0506 0.13
H -3.56787 2.91482 -2.63032 -0.1028 -0.0932 -0.0090 0.40
H -2.73693 1.40247 -2.12920 -0.0855 -0.1153 -0.1743 0.03
H -1.36342 2.94375 -3.47191 -0.2620 -0.1452 -0.0270 0.26
C 4.39243 -0.32021 -0.20429 -0.8550 0.4531 1.1927 -0.44
O 5.67986 -0.82638 -0.24161 1.2808 -0.4340 -0.4267 -0.58
H 4.10484 0.26221 -1.07960 -0.1648 -0.3580 -0.2404 0.28
H 3.72715 -1.14735 0.04338 -0.1577 -0.0025 -0.6212 -0.01
H 4.31214 0.34308 0.65692 -0.2592 0.3830 0.1119 0.33
H 6.27408 -0.07384 -0.28837 0.1994 -0.1076 -0.0249 0.33
C -3.41107 -1.69608 -1.56698 -1.5054 -0.9320 -0.8363 -0.58
O -2.75187 -2.78077 -0.91841 0.7527 0.4771 0.1366 -0.45
H -4.44191 -1.74554 -1.21623 -0.0726 0.9616 0.3033 0.37
H -2.93968 -0.71571 -1.49798 0.1764 -0.4191 0.7244 0.02
H -3.54099 -1.88898 -2.63188 0.4665 -0.1199 -0.2759 0.33
H -3.08535 -3.61280 -1.26208 -0.0288 0.0404 -0.0840 0.23
C -1.55380 -3.75515 2.16593 -0.8083 -0.0288 0.1801 -0.75
O -1.23050 -2.64474 1.36323 0.3106 0.0378 0.3755 -0.26
H -1.98723 -4.53764 1.54307 0.1850 -0.3316 0.0812 0.32
H -0.68619 -4.13097 2.70826 0.0011 0.0856 -0.1148 0.28
H -2.32764 -3.44012 2.86594 0.0048 -0.2700 0.4126 0.22
H -1.90894 -2.62264 0.68438 -0.0323 0.2790 -0.7090 0.14
```
Forces are in eV/Å.

Values from the calculation:
Molecular weight   380.52 g mol⁻¹
Relative energy (zero: lowest compared OMol25 entry of this formula, charge and spin)   142.6 kJ/mol
Net charge   0
Spin multiplicity   1
Frontier orbital gap   9.91 eV
Electronic energy   -36776.6819 eV
F_max   2.7 eV Å⁻¹